1.
Computed, not measured: C4H6O in the gas phase, with the ωB97M-V functional and the def2-TZVPD basis.

Calculated values
* LUMO energy: 1.13 eV
* SMILES: C1=CCOC1
* E_HOMO: -9.17 eV

The geometry in XYZ format:
```
11
Properties=species:S:1:pos:R:3:forces:R:3:lowdin_charge:R:1
C 0.673211 0.897341 -0.142280 0.1 -0.2 0.1 -0.0697
C 1.059019 -0.361515 0.029392 -0.1 0.2 0.0 -0.0730
C -0.157261 -1.250709 0.067861 0.2 -0.2 0.1 -0.2071
O -1.238082 -0.398865 -0.284138 -0.1 -0.1 0.0 -0.1341
C -0.833552 0.948344 -0.098744 0.0 0.3 0.0 -0.2080
H 1.312226 1.770302 -0.212615 -0.1 -0.1 0.1 0.1039
H 2.071640 -0.723332 0.177466 -0.2 0.1 -0.2 0.1051
H -0.317020 -1.685262 1.069755 0.0 0.1 -0.1 0.1202
H -0.099180 -2.081757 -0.649282 -0.1 0.2 0.1 0.1201
H -1.141317 1.316974 0.901002 -0.1 0.0 -0.3 0.1222
H -1.329688 1.568483 -0.858419 0.2 -0.1 0.1 0.1204
```
Forces are in eV/Å.



2.
Computed, not measured: 2 unconnected molecules or ions with the total composition C2H6NO in a non-equilibrium geometry, with the ωB97M-V functional and the def2-TZVPD basis.

Calculated values
* LUMO energy: -10.62 eV
* charge: +1
* E_HOMO: -12.50 eV

The geometry in XYZ format:
```
10
Properties=species:S:1:pos:R:3:forces:R:3:lowdin_charge:R:1
O 0.614258 0.209953 -1.035661 0.2 -0.5 0.8 0.2372
C 1.820519 0.233010 -0.895296 -0.5 1.3 -1.9 -0.1798
C 2.452533 -0.253090 0.298118 0.5 -0.9 1.2 0.4987
N -3.275702 0.066075 0.183277 0.4 0.4 -0.4 0.0167
H 2.445045 0.742794 -1.642049 0.2 -0.2 0.1 0.1561
H 3.492588 -0.015409 0.511187 0.1 0.2 -0.1 0.1387
H 1.976107 -0.897985 1.038066 -0.4 0.1 -0.2 0.1468
H -4.028049 -0.466132 0.583280 0.0 -0.4 0.1 0.0084
H -2.412230 -0.452589 0.158908 -0.1 -0.5 0.0 -0.0177
H -3.085067 0.833369 0.800173 -0.2 0.5 0.3 -0.0050
```
Forces are in eV/Å.



3.
Computed, not measured: 12 unconnected molecules or ions with the total composition C36H36F12O36 in a non-equilibrium geometry, with the ωB97M-V functional and the def2-TZVPD basis.

Calculated values
* LUMO energy: 0.06 eV
* SMILES: O=C1OC[C@@H](F)O1.O=C1OC[C@@H](F)O1.O=C1OC[C@@H](F)O1.O=C1OC[C@@H](F)O1.O=C1OC[C@@H](F)O1.O=C1OC[C@@H](F)O1.O=C1OC[C@@H](F)O1.O=C1OC[C@@H](F)O1.O=C1OC[C@@H](F)O1.O=C1OC[C@@H](F)O1.O=C1OC[C@@H](F)O1.O=C1OC[C@@H](F)O1
* E_HOMO: -10.90 eV

The geometry in XYZ format:
```
120
Properties=species:S:1:pos:R:3:forces:R:3:lowdin_charge:R:1
O -4.351758 -0.996456 0.537146 1.1 3.7 -0.8 0.1268
C -4.055118 0.209654 0.465526 -1.4 -4.8 1.0 -0.5247
O -2.964078 0.731214 0.980716 1.0 -2.5 0.5 0.0849
C -2.918108 2.062204 0.733406 -0.5 2.9 1.3 -0.0893
C -4.420748 2.412384 0.470506 3.1 0.2 -0.2 -0.2472
F -4.360808 3.400244 -0.471504 -1.2 -0.4 -0.2 0.0652
O -4.870158 1.163354 0.019186 -1.4 0.6 -0.9 0.1499
H -2.560928 2.575344 1.626266 0.1 0.0 0.0 0.1207
H -2.219388 2.310864 -0.065384 -0.4 0.1 -0.4 0.1390
H -4.986318 2.735134 1.344616 -0.2 0.1 -0.3 0.1768
O -0.296898 -3.181246 7.802566 -2.5 1.3 -1.7 0.1558
C -0.861368 -2.503686 6.952376 1.1 -4.7 2.5 -0.5317
O -0.229738 -1.596946 6.318126 0.6 2.5 -1.5 0.0924
C -1.187398 -0.833816 5.597376 0.5 2.1 0.1 -0.0397
C -2.352928 -1.781256 5.387886 1.6 1.5 0.2 -0.3143
F -2.131118 -2.280796 4.162816 -0.3 -1.5 -1.3 0.0645
O -2.127148 -2.733066 6.379586 0.0 0.1 0.9 0.1414
H -1.408078 0.057404 6.184856 -0.4 -0.1 0.3 0.1439
H -0.713258 -0.409576 4.712326 -0.2 -0.6 -0.3 0.1381
H -3.322638 -1.285586 5.342296 -0.2 -0.5 0.7 0.1758
O -0.281818 3.007484 2.603876 0.1 4.8 -0.4 0.0870
C -0.242118 4.262354 2.450876 -2.3 -5.9 -0.7 -0.5487
O -1.239188 4.964654 1.906056 -0.6 0.5 0.0 0.0749
C -0.886968 6.378324 1.925616 -0.7 -1.2 -2.6 -0.0296
C 0.470442 6.409944 2.520816 -1.9 -0.3 1.1 -0.2606
F 0.241572 7.018674 3.722376 1.6 0.0 0.8 0.0705
O 0.759272 5.024034 2.681946 3.5 2.2 1.2 0.1864
H -0.646458 6.710894 0.915836 -1.1 -0.1 -0.5 0.1189
H -1.744368 6.901444 2.349056 0.7 0.3 0.3 0.1538
H 1.159112 6.948624 1.869926 0.6 -0.3 0.8 0.1619
O 1.986502 -5.402316 6.804036 0.2 1.4 -3.9 0.1315
C 1.914412 -5.029506 5.622926 0.4 -0.5 5.5 -0.5444
O 1.647592 -5.815106 4.614976 -1.2 -0.7 -1.7 0.1119
C 0.998312 -4.969316 3.630376 -0.1 -0.6 -0.7 -0.0223
C 1.808802 -3.732016 3.797016 1.7 -2.5 1.0 -0.3908
F 1.193552 -2.651776 3.536566 -2.1 3.6 -1.0 0.1436
O 2.061132 -3.737146 5.213156 0.3 -0.4 -0.2 0.1103
H 1.019142 -5.372796 2.618016 0.4 -0.3 0.3 0.1330
H -0.050078 -4.776836 3.858286 0.0 -0.1 0.4 0.1510
H 2.733992 -3.794356 3.224096 0.4 0.2 0.2 0.1800
O -1.753868 4.978124 -4.456434 -0.5 -1.9 -0.2 0.1700
C -2.119478 3.839844 -4.333664 -0.5 0.8 1.0 -0.4911
O -3.110938 3.440874 -3.473144 0.4 2.6 0.0 0.0722
C -3.101018 2.088594 -3.293274 -1.0 -1.7 0.0 -0.1017
C -2.404578 1.557054 -4.533044 1.4 1.1 1.7 -0.3020
F -3.240228 1.206554 -5.491414 -1.1 -0.2 -1.4 0.1084
O -1.658098 2.720694 -4.930304 0.7 -0.8 -0.8 0.1373
H -2.617518 1.791304 -2.362714 0.3 0.0 0.0 0.1292
H -4.137868 1.754084 -3.259444 0.0 -0.2 0.0 0.1528
H -1.759518 0.704734 -4.319584 0.5 0.4 -0.2 0.1434
O 3.005162 -2.490466 -5.215384 0.2 -2.1 2.9 0.1213
C 2.934172 -3.183366 -4.197774 -1.0 1.9 -2.2 -0.4984
O 2.372872 -2.748116 -3.047434 0.1 1.5 -0.7 0.0480
C 2.240802 -3.772146 -2.098944 -0.3 -1.4 -1.0 -0.0500
C 3.237352 -4.799636 -2.694454 0.0 0.3 1.9 -0.2958
F 2.744732 -6.037916 -2.489004 0.2 -0.2 -0.5 0.0863
O 3.295212 -4.477946 -4.065124 0.1 0.3 -0.1 0.1537
H 2.228822 -3.389206 -1.078494 1.0 -0.1 -0.1 0.1309
H 1.287382 -4.289836 -2.204254 -0.3 0.2 -0.2 0.1240
H 4.242572 -4.742136 -2.276934 0.1 -0.2 -0.1 0.1698
O 1.282172 4.473924 -5.059464 1.4 -5.6 0.3 0.0697
C 1.625992 3.236164 -5.095124 -1.1 6.5 0.7 -0.5174
O 1.740152 2.417564 -4.068194 -0.9 -0.8 0.4 0.0938
C 2.004552 1.085774 -4.594534 0.8 -0.3 1.6 -0.0197
C 2.326562 1.331634 -6.043424 0.6 -0.3 1.8 -0.3501
F 1.487442 0.681634 -6.822254 -0.8 -1.2 -1.4 0.1191
O 2.067922 2.677694 -6.192604 0.6 0.7 -2.0 0.1733
H 2.859662 0.704504 -4.036394 0.1 0.1 -0.1 0.1422
H 1.221442 0.351024 -4.407444 -0.4 0.5 -0.2 0.1186
H 3.369482 1.056534 -6.200744 -0.1 0.2 -0.9 0.1780
O 0.176112 -0.597846 -2.501954 1.2 1.1 3.8 0.1115
C 0.553552 -0.336296 -1.354064 -1.7 0.1 0.1 -0.4147
O -0.271548 0.043824 -0.263894 1.2 -0.3 -1.1 0.0218
C 0.590902 0.241654 0.909446 2.0 0.1 -0.4 -0.0324
C 1.844692 -0.602146 0.501516 -2.2 2.4 1.8 -0.3191
F 1.564482 -1.861406 0.812996 -0.1 -2.7 -0.2 0.0806
O 1.821482 -0.384246 -0.856724 0.8 -1.0 -2.4 0.1265
H 1.007892 1.244534 1.001376 -0.8 0.5 -0.4 0.1084
H 0.173012 -0.008106 1.884686 -0.5 -0.4 -0.5 0.1241
H 2.782382 -0.385856 1.013436 0.0 0.6 -0.7 0.1787
O 2.021582 0.926384 3.664986 1.5 -2.4 0.4 0.1335
C 2.656942 0.179034 4.404606 -1.4 2.8 -3.2 -0.5590
O 3.589312 -0.750596 4.077406 0.0 0.4 -0.5 0.0657
C 4.294172 -1.024536 5.282816 -0.5 -1.2 1.6 -0.0279
C 3.137022 -0.773756 6.298216 1.2 -0.9 -0.4 -0.3241
F 3.537752 -0.379706 7.493186 0.7 0.3 1.2 0.1163
O 2.533662 0.310214 5.683476 -1.1 0.5 1.7 0.1678
H 4.663212 -2.048216 5.346046 -0.3 -0.1 -0.5 0.1380
H 5.156622 -0.381146 5.456996 -0.3 0.5 -0.1 0.1433
H 2.420192 -1.584996 6.425266 0.1 -0.2 -0.2 0.1563
O 1.944272 3.314064 -0.326684 0.4 1.1 -1.1 0.1552
C 1.723552 4.333594 -0.941774 -3.0 -4.1 2.2 -0.5734
O 0.481742 4.628544 -1.388584 0.5 -2.1 -0.1 0.0798
C 0.529772 5.845504 -2.051834 -2.2 0.8 -0.7 -0.0833
C 1.780592 6.441594 -1.499384 -0.2 1.3 -2.2 -0.2981
F 1.446332 7.262464 -0.476354 0.2 0.4 1.4 0.0712
O 2.495462 5.340714 -1.099474 3.0 1.9 0.3 0.1994
H 0.412022 5.783904 -3.133704 0.7 -0.5 -0.1 0.1199
H -0.423198 6.265214 -1.729674 0.4 1.1 0.1 0.1468
H 2.396092 7.023324 -2.185564 -0.1 -0.1 0.0 0.1812
O 0.344382 -5.468526 -0.116964 -0.5 1.2 0.4 0.1508
C -0.316898 -4.470076 0.060316 2.1 -2.5 1.2 -0.5956
O -0.931338 -3.821386 -0.855194 -0.5 -0.5 -3.1 0.1090
C -1.796448 -2.855606 -0.383254 -1.0 1.2 1.0 -0.0299
C -1.549288 -2.959926 1.159566 1.3 2.4 -0.7 -0.3111
F -2.623168 -3.385066 1.778426 -1.7 -1.8 0.6 0.1089
O -0.453348 -3.855516 1.259266 -1.0 -0.1 0.2 0.1094
H -1.616988 -1.945196 -0.955134 0.4 0.3 0.8 0.1191
H -2.845408 -3.056136 -0.601374 0.0 -0.6 0.2 0.1416
H -1.309538 -2.062196 1.729396 0.6 0.3 -0.6 0.1507
O -4.864868 -4.248466 -4.286264 4.3 1.8 -1.5 0.1184
C -3.822678 -3.665136 -4.654294 -3.5 -2.3 0.7 -0.4996
O -3.492648 -2.449256 -4.282304 -0.6 1.5 0.7 0.0907
C -2.344688 -1.968616 -4.954474 1.1 0.7 1.7 -0.0545
C -1.923858 -3.134276 -5.809084 -0.1 -0.1 -0.6 -0.2836
F -0.670668 -3.655086 -5.554464 -0.9 0.7 -0.2 0.0717
O -2.881538 -4.115876 -5.534014 -0.6 -0.8 0.2 0.1388
H -2.468408 -0.994136 -5.426904 -0.9 -0.6 -0.8 0.1159
H -1.641498 -1.675936 -4.174744 0.5 -0.7 0.1 0.1216
H -2.067378 -2.847446 -6.850834 0.9 -0.5 -0.3 0.1712
```
Forces are in eV/Å.



4.
Computed, not measured: a molecular structure, C12H19N5O7RhS4Sb, with the ωB97M-V functional and the def2-TZVPD basis.

Calculated values
* LUMO energy (spin up / spin down): 1.68 / -0.58 eV
* multiplicity: 6
* charge: -1
* E_HOMO (spin up / spin down): -3.11 / -5.93 eV

The geometry in XYZ format:
```
49
Properties=species:S:1:pos:R:3:forces:R:3:lowdin_charge:R:1
Rh -3.116033 -0.703756 0.241765 -0.2 0.0 0.0 0.6522
N -3.504765 0.940803 -1.401920 0.1 0.1 0.0 -0.0248
C -2.498792 1.976499 -1.099534 -0.1 0.0 0.1 -0.1470
C -2.249844 2.115791 0.406704 -0.2 0.0 -0.1 -0.5677
O -1.743229 3.146210 0.845184 0.1 0.0 0.0 0.0151
N -2.661277 1.070443 1.137090 0.0 0.0 -0.2 -0.1495
C -2.567414 1.171346 2.574134 0.0 0.0 0.1 -0.1716
C -2.623551 -0.183838 3.279206 0.2 -0.2 0.0 -0.6820
O -2.382203 -0.250839 4.468027 0.0 0.0 0.0 0.0567
O -2.897210 -1.237028 2.538963 0.0 0.1 0.1 -0.2930
H -3.373093 0.569280 -2.335456 0.0 0.0 0.0 0.0820
H -4.449499 1.294117 -1.315956 0.0 0.0 0.0 0.0880
H -2.781477 2.961292 -1.473730 0.0 0.0 0.0 0.1178
H -1.566295 1.691432 -1.588495 0.0 0.0 0.0 0.1102
H -3.373716 1.782296 2.996035 0.0 0.0 0.0 0.1292
H -1.638843 1.665525 2.868479 0.0 0.0 0.0 0.1212
S -4.676557 -4.087249 2.826808 0.0 0.1 -0.1 -0.0318
Sb -5.452555 -2.968941 0.903203 0.1 -0.3 0.0 0.3032
S -5.051267 -0.679563 1.565380 -0.1 0.1 0.0 0.2277
S -3.519670 -2.830948 -0.519020 -0.1 0.1 0.1 -0.0333
C 4.169381 0.918820 1.629397 0.0 0.0 0.0 -0.1122
C 4.793578 -0.338033 1.046093 0.0 0.0 0.0 -0.2955
S 4.760070 -0.465300 -0.740944 0.0 0.0 0.0 0.6409
O 5.625559 -1.571864 -1.063295 0.0 0.0 0.0 -0.3263
O 5.031750 0.844995 -1.279459 0.0 0.0 0.0 -0.3102
C 3.103608 -0.941621 -1.195343 0.1 0.0 0.0 -0.2031
C 2.121403 0.223289 -1.263381 0.0 0.0 0.0 -0.1440
N 0.752932 -0.259741 -1.382964 -0.1 0.0 0.0 0.0573
C -0.119658 -0.344466 -0.340995 0.0 0.0 0.0 -0.3265
N -1.287974 -0.776541 -0.759508 0.1 -0.1 0.0 -0.0861
C -1.193907 -1.017533 -2.119879 0.0 0.1 0.0 -0.1037
C 0.081074 -0.695257 -2.523469 0.0 0.0 -0.1 -0.1775
N 0.628079 -0.778710 -3.771831 0.0 0.0 0.1 -0.4015
O -0.151855 -1.125329 -4.716699 0.0 0.0 0.0 -0.0940
O 1.879183 -0.522699 -3.926014 0.1 0.0 0.0 -0.1094
C 0.220156 -0.004696 1.063019 0.1 -0.1 0.1 0.0159
H 4.440630 1.004285 2.681703 0.0 0.0 0.0 0.0774
H 3.082953 0.905502 1.575563 0.0 0.0 0.0 0.0476
H 4.530525 1.800687 1.102327 0.0 0.0 0.0 0.0788
H 4.355222 -1.257902 1.434359 0.0 0.0 0.0 0.0991
H 5.866491 -0.370785 1.244538 0.0 0.0 0.0 0.0993
H 2.795079 -1.718692 -0.493515 0.0 0.0 0.0 0.1120
H 3.193149 -1.373848 -2.194696 0.0 0.0 0.0 0.1025
H 2.358663 0.828213 -2.131333 0.0 0.0 0.0 0.1247
H 2.162959 0.850421 -0.376528 0.0 0.0 0.0 0.1027
H -1.982675 -1.454097 -2.702720 0.0 0.0 0.0 0.0855
H 1.166768 -0.465326 1.354556 0.0 0.0 0.0 0.0806
H -0.547316 -0.411144 1.715198 0.0 0.0 0.0 0.0676
H 0.291459 1.074501 1.218977 0.0 0.0 0.0 0.0955
```
Forces are in eV/Å.



5.
Computed, not measured: C5H9NO in the gas phase in a non-equilibrium geometry, with the ωB97M-V functional and the def2-TZVPD basis.

Calculated values
* LUMO energy: 0.81 eV
* SMILES: [H]/N=C(\C)CC(=C)O
* E_HOMO: -8.79 eV

The geometry in XYZ format:
```
16
Properties=species:S:1:pos:R:3:forces:R:3:lowdin_charge:R:1
H -0.539505 0.576463 2.377528 0.1 0.0 -0.3 0.0732
N -0.288306 0.727534 1.392509 0.8 -1.5 -0.1 0.1215
C 0.216072 -0.343702 0.858872 -1.3 1.5 0.7 -0.3782
C 0.323954 -1.642880 1.602829 0.5 -0.1 -0.2 -0.0412
C 0.559301 -0.269716 -0.619256 -0.9 0.4 0.7 -0.0902
C -0.113709 0.967324 -1.186994 0.0 0.5 -1.6 -0.4252
C -1.040147 0.966465 -2.161857 0.8 -0.3 0.4 0.0648
O 0.428144 2.176547 -0.782955 -0.2 -0.5 0.4 -0.0214
H 0.965847 -1.504022 2.477465 -0.1 -0.1 0.0 0.0846
H 0.760582 -2.413046 0.961327 -0.1 0.0 0.2 0.0757
H -0.663749 -1.973960 1.931882 0.1 0.0 0.0 0.0877
H 0.203545 -1.180623 -1.113030 0.1 0.2 0.0 0.1214
H 1.647228 -0.198232 -0.718515 -0.1 0.0 -0.2 0.1333
H -1.476805 0.044882 -2.528666 0.2 0.0 0.0 0.0536
H -1.292032 1.883567 -2.685387 -0.2 0.0 0.4 0.0636
H 0.309579 2.183397 0.194248 0.1 -0.1 -0.5 0.0766
```
Forces are in eV/Å.



Ordered energy relative to the best compared isomer or geometry (same formula, charge and spin) results: 0.405 5.038 4.906 0.053 1.673; unit eV.
Ordered DFT total energy results: -231.2088 -209.3406 -5300.4796 -3212.6568 -325.8761; unit hartree.